Record 1
59
Properties=species:S:1:pos:R:3:forces:R:3:mulliken_charge:R:1 method="wB97M-V/def2-TZVPD" total_charge=0 homo_lumo_gap_ev=11.18 spin_multiplicity=1 homo_energy_ev=-10.32 max_force_ev_per_a=0.63 smiles="CCCCCCCCCCCCCCCC(=O)OC(C)C" e_above_lowest_kj_mol=9.4
C -1.9986 3.3974 4.5572 0.259 -0.068 -0.023 -1.278
C -0.9609 2.3982 4.0605 -0.378 -0.040 -0.009 -0.300
C -1.6069 1.1466 3.4721 0.539 0.052 0.070 -0.583
C -0.5674 0.1564 2.9528 -0.496 -0.046 -0.060 -0.688
C -1.2086 -1.0542 2.2790 0.525 0.078 0.062 -0.864
C -0.1575 -2.0074 1.7147 -0.486 -0.084 -0.130 -0.156
C -0.7956 -3.1429 0.9178 0.313 -0.104 0.130 -0.666
C 0.1921 -4.2339 0.4994 0.007 0.127 -0.040 -1.018
C 1.3907 -3.7414 -0.3135 -0.331 -0.063 -0.076 -0.829
C 0.9979 -2.9867 -1.5810 0.454 -0.072 0.155 0.335
C 2.2192 -2.6575 -2.4364 -0.279 0.052 -0.168 -0.729
C 1.8865 -1.8305 -3.6803 -0.023 0.048 0.159 -1.132
C 1.3416 -0.4312 -3.3881 0.300 -0.089 -0.048 -0.198
C 2.3628 0.4872 -2.7201 -0.269 0.039 -0.016 -0.438
H 2.7471 0.0214 -1.8124 0.103 0.016 -0.012 0.236
H 3.2004 0.6598 -3.3987 0.051 -0.012 0.025 0.391
C 1.7331 1.8251 -2.3273 0.104 -0.196 0.088 -0.669
C 0.7653 1.6269 -1.1807 0.364 0.071 -0.229 0.570
O 1.0281 1.0438 -0.1600 0.058 -0.126 0.134 -0.618
O -0.4159 2.1791 -1.4507 -0.379 0.223 -0.207 -0.400
C -1.4560 2.0936 -0.4597 -0.402 -0.092 0.478 1.882
C -1.6528 3.4700 0.1642 0.249 -0.335 -0.193 -1.543
H -0.7335 3.8008 0.6415 0.065 0.062 0.077 0.342
H -1.9292 4.1908 -0.6017 -0.054 0.095 -0.064 0.398
H -2.4389 3.4272 0.9125 -0.102 0.012 0.105 0.350
C -2.7173 1.5869 -1.1463 0.454 0.057 0.049 -1.506
H -2.5371 0.6145 -1.5985 -0.023 -0.099 -0.035 0.342
H -3.0224 2.2813 -1.9252 -0.081 0.073 -0.090 0.392
H -3.5194 1.4926 -0.4196 -0.099 -0.007 0.074 0.398
H -1.1272 1.3808 0.3056 -0.086 0.134 -0.142 -0.722
H 1.2058 2.2801 -3.1656 0.059 0.036 0.015 0.262
H 2.5112 2.5099 -1.9826 -0.067 0.061 0.015 0.282
H 0.4586 -0.5073 -2.7516 -0.135 0.021 -0.008 -0.035
H 1.0226 0.0222 -4.3305 -0.085 0.044 0.029 0.416
H 2.7893 -1.7338 -4.2890 -0.015 -0.015 -0.108 0.380
H 1.1465 -2.3742 -4.2731 0.041 -0.045 -0.083 0.379
H 2.6870 -3.5912 -2.7599 0.071 -0.007 0.064 0.426
H 2.9501 -2.1266 -1.8246 0.103 -0.035 0.053 0.311
H 0.2958 -3.5876 -2.1648 -0.117 0.015 -0.044 0.281
H 0.4979 -2.0620 -1.2965 -0.155 0.074 -0.010 -0.259
H 1.9969 -4.6094 -0.5877 0.091 0.029 0.021 0.472
H 2.0114 -3.0938 0.3079 0.115 0.018 0.015 0.307
H -0.3496 -4.9815 -0.0866 0.030 -0.096 0.023 0.377
H 0.5682 -4.7311 1.3973 -0.048 -0.086 0.025 0.365
H -1.5745 -3.6086 1.5284 -0.083 0.032 -0.042 0.507
H -1.2847 -2.7316 0.0325 -0.101 0.039 -0.030 0.235
H 0.4304 -2.4244 2.5357 0.116 -0.006 0.047 0.310
H 0.5174 -1.4356 1.0764 0.136 0.032 -0.005 0.023
H -1.8547 -0.7135 1.4650 -0.100 0.012 -0.047 0.210
H -1.8405 -1.5838 2.9970 -0.097 -0.024 -0.016 0.509
H 0.0870 0.6555 2.2349 0.083 0.023 -0.014 0.023
H 0.0567 -0.1810 3.7835 0.094 0.000 0.039 0.727
H -2.2210 0.6626 4.2359 -0.117 -0.006 -0.002 0.460
H -2.2710 1.4368 2.6537 -0.118 0.005 -0.053 0.121
H -0.3089 2.1111 4.8884 0.102 -0.006 -0.022 0.373
H -0.3367 2.8700 3.2985 0.106 -0.013 -0.008 0.250
H -1.5155 4.2783 4.9739 -0.046 0.129 0.061 0.390
H -2.6201 2.9496 5.3298 -0.106 -0.002 0.085 0.339
H -2.6453 3.7155 3.7419 -0.108 0.062 -0.064 0.258

***

Record 2
77
Properties=species:S:1:pos:R:3:forces:R:3:mulliken_charge:R:1 method="wB97M-V/def2-TZVPD" total_charge=0 homo_lumo_gap_ev=9.40 spin_multiplicity=1 homo_energy_ev=-9.17 max_force_ev_per_a=0.58 smiles="CO[C@](CCCC(F)(F)C(F)(F)F)([C@H](Br)[C@H](C)Br)[C@@H](S)N(O)S(=O)(=O)F.COC[C@@H](C)N.COC[C@@H](C)N"
C 3.8439 -3.5947 -1.3146 -0.016 0.070 0.006 -0.765
O 2.5206 -3.3993 -1.7965 -0.008 -0.063 0.012 -0.383
C 2.3272 -3.2396 -3.1961 0.136 0.086 -0.083 2.147
C 0.8026 -3.1911 -3.4026 -0.127 -0.169 -0.011 -2.334
C -0.0101 -2.6292 -2.2364 -0.032 0.005 -0.013 -0.228
C -1.4298 -2.2511 -2.6640 0.038 0.052 -0.092 -1.588
C -2.3932 -3.4269 -2.7832 -0.011 0.044 0.064 1.180
F -2.8859 -3.5210 -4.0409 -0.108 -0.022 -0.261 -0.346
F -1.7980 -4.6165 -2.5120 0.116 -0.152 0.067 -0.309
C -3.6094 -3.3356 -1.8450 -0.024 0.062 0.125 0.494
F -4.3902 -4.4100 -1.9457 0.052 0.115 -0.012 -0.258
F -3.1969 -3.2286 -0.5729 -0.035 -0.035 -0.075 -0.238
F -4.3330 -2.2487 -2.1414 0.004 -0.069 0.030 -0.254
C 2.9336 -4.4362 -3.9833 -0.010 -0.084 0.031 -1.426
Br 2.2547 -4.4313 -5.8287 -0.012 0.012 -0.027 -0.028
C 2.7359 -5.8782 -3.4308 0.013 0.020 0.000 -0.204
C 1.7804 -6.1599 -2.2644 0.007 -0.098 0.051 -0.842
Br 4.5231 -6.6310 -3.0228 0.006 -0.029 -0.010 -0.146
C 3.0269 -1.8484 -3.5553 -0.202 -0.032 -0.390 -1.132
S 4.2206 -1.7025 -4.9404 0.015 -0.110 -0.014 -0.202
N 1.9932 -0.8029 -3.7268 0.161 0.355 0.430 0.443
O 1.9637 -0.3353 -5.0746 0.037 -0.032 0.039 -0.535
S 2.2237 0.5540 -2.7574 0.036 -0.292 -0.261 1.219
O 1.0162 1.2943 -2.8535 0.062 0.116 -0.091 -0.663
O 3.4954 1.1549 -2.8964 0.044 0.083 0.170 -0.595
F 2.2032 -0.1981 -1.3968 -0.005 0.064 0.006 -0.207
H 3.9487 -3.0199 -0.3937 -0.022 -0.005 -0.035 0.281
H 4.0205 -4.6486 -1.0983 0.034 0.032 -0.050 0.215
H 4.6030 -3.2511 -2.0246 0.015 -0.068 0.046 0.384
H 0.5859 -2.6414 -4.3186 0.050 0.024 0.051 0.817
H 0.4605 -4.2111 -3.5870 -0.019 0.069 -0.088 0.774
H -0.0542 -3.3730 -1.4398 0.055 0.150 0.087 0.348
H 0.4515 -1.7397 -1.8180 0.043 -0.052 0.004 0.409
H -1.8479 -1.5174 -1.9739 -0.010 -0.078 0.031 0.271
H -1.4107 -1.7776 -3.6486 -0.012 0.036 0.066 0.494
H 3.9955 -4.2894 -4.1363 -0.005 0.048 0.055 0.656
H 2.4595 -6.5005 -4.2720 -0.050 0.060 0.000 0.664
H 2.3257 -6.4477 -1.3668 0.001 0.089 -0.019 0.395
H 1.1303 -6.9956 -2.5247 0.026 0.029 0.006 0.295
H 1.1652 -5.3067 -2.0034 -0.022 -0.026 -0.049 0.053
H 3.6054 -1.5683 -2.6813 -0.109 -0.076 0.114 0.490
H 5.0766 -2.5684 -4.3868 0.134 0.059 0.064 0.182
H 1.3791 0.4399 -5.0755 -0.241 -0.223 0.019 0.394
C -1.4332 4.8449 0.6514 -0.009 0.009 -0.004 -1.518
C -1.2514 3.5949 -0.2031 0.039 0.049 0.023 0.418
C -1.5153 2.2831 0.5471 -0.032 -0.031 -0.040 -0.485
O -0.4815 1.8846 1.4291 -0.019 0.008 0.023 -0.355
C -0.5151 2.4850 2.7060 0.049 -0.011 0.019 -0.742
N 0.0666 3.6275 -0.8372 -0.059 -0.168 0.092 -0.691
H -0.5917 4.9871 1.3308 -0.002 -0.013 0.007 0.252
H -1.4847 5.7263 0.0135 0.025 -0.003 -0.004 0.422
H -2.3483 4.7949 1.2451 0.002 -0.004 0.001 0.339
H -1.9961 3.6307 -1.0058 -0.027 -0.012 0.015 0.409
H -1.5940 1.4767 -0.1869 0.032 -0.001 0.006 0.150
H -2.4691 2.3345 1.0900 -0.005 0.019 -0.012 0.394
H -1.5455 2.6505 3.0398 0.000 0.011 0.012 0.290
H 0.0167 3.4404 2.7225 -0.037 0.017 0.017 0.284
H -0.0234 1.8076 3.4042 -0.002 -0.016 -0.017 0.304
H 0.1479 2.8465 -1.4806 0.017 0.105 -0.087 0.258
H 0.7621 3.4424 -0.1188 0.018 0.088 -0.011 0.340
C -2.9750 4.8483 5.0558 -0.005 -0.004 -0.034 -1.450
C -1.5218 4.9218 5.5118 -0.057 0.043 -0.030 0.701
C -1.1180 3.8065 6.4835 0.060 -0.023 -0.033 -0.706
O -1.5930 3.9744 7.8038 -0.046 0.018 0.008 -0.414
C -2.9029 3.5036 8.0477 0.028 -0.020 0.026 -0.642
N -1.2527 6.2611 6.0349 0.062 -0.066 0.074 -0.735
H -3.6543 5.1923 5.8365 0.007 -0.012 0.013 0.365
H -3.1250 5.4911 4.1888 0.002 0.024 0.020 0.307
H -3.2563 3.8289 4.7830 -0.003 -0.001 0.010 0.337
H -0.8928 4.7905 4.6243 0.017 -0.030 0.013 0.111
H -0.0279 3.8000 6.5648 -0.006 0.013 0.032 0.377
H -1.4282 2.8262 6.0949 -0.008 0.017 -0.026 0.393
H -3.1095 2.5951 7.4723 -0.011 -0.005 0.003 0.294
H -3.6636 4.2510 7.8087 -0.003 -0.013 -0.025 0.233
H -2.9706 3.2693 9.1093 0.000 0.005 -0.001 0.263
H -0.2609 6.3656 6.2236 -0.001 0.022 -0.056 0.274
H -1.7048 6.3462 6.9410 -0.029 0.023 -0.029 0.302

***

Record 3
64
Properties=species:S:1:pos:R:3:forces:R:3:mulliken_charge:R:1 method="wB97M-V/def2-TZVPD" total_charge=0 homo_lumo_gap_ev=9.05 spin_multiplicity=1 homo_energy_ev=-8.58 max_force_ev_per_a=2.71
C 4.8822 -0.9493 1.3076 0.604 -0.668 -0.749 -0.849
C 5.0819 0.1007 0.1380 0.561 0.467 0.851 -0.484
C 4.6483 1.5851 0.5440 -1.807 -0.721 -0.759 -0.790
C 3.0484 1.7096 0.3839 0.956 -0.294 -0.105 0.333
C 2.4567 2.9986 1.0861 -0.306 0.667 -0.174 -0.563
C 1.2642 3.6837 0.2533 -0.269 -0.677 -0.020 -1.166
C 0.1953 2.5781 -0.2432 1.521 0.453 1.502 0.015
C -0.1913 1.7445 1.0771 -0.661 1.093 -0.143 -0.493
C -1.6590 1.1358 1.0494 0.847 0.083 1.120 -1.155
C -1.8196 -0.2578 0.3070 -0.830 0.737 -1.457 3.029
C -3.1098 -0.1112 -0.6502 -0.088 0.123 0.930 -1.695
C -2.9202 0.9436 -1.8123 -0.004 -0.022 -0.136 -0.178
C -2.5172 0.3456 -3.2267 -1.222 0.968 -0.396 -0.753
O -2.4920 -1.0926 -3.2963 1.699 0.831 -0.648 -0.387
C -1.3309 -1.4231 -4.1073 0.462 0.119 -0.760 -0.597
C -0.6264 -0.6246 -0.6762 -1.126 -0.639 -0.405 -2.376
N 0.5853 -1.1391 0.0234 -1.681 -1.255 1.716 0.235
C 0.3031 -1.9139 1.1682 1.032 0.476 -1.125 0.110
N 1.0498 -2.9736 1.3600 0.303 0.368 1.170 -0.168
N -0.7751 -1.6357 2.1324 0.911 -0.149 -1.813 -0.484
C -1.9894 -1.5123 1.2480 -0.406 0.606 -0.763 -1.021
C -3.3588 -1.6289 2.0248 0.218 -1.921 0.319 -0.127
C -4.3606 -2.6200 1.2601 0.420 0.390 1.389 -1.160
F -3.9607 -0.4002 2.3799 0.532 -0.862 -0.594 -0.363
H 5.4467 -0.6501 2.2416 -0.903 -0.170 -0.954 0.288
H 5.3694 -1.9171 0.9565 -0.632 1.061 0.490 0.329
H 3.8038 -1.2166 1.5126 1.111 0.588 -0.034 0.083
H 4.5520 -0.2636 -0.7936 0.494 0.588 1.003 0.289
H 6.1925 0.1282 -0.0877 -1.224 -0.132 0.125 0.332
H 4.8594 1.8209 1.6247 0.322 -0.214 -1.178 0.352
H 5.0804 2.3219 -0.1884 -0.060 -0.567 1.078 0.344
H 2.6363 0.7337 0.7785 0.102 1.199 -0.295 -0.370
H 2.8411 1.6959 -0.7354 0.143 0.182 1.335 0.200
H 2.0846 2.8016 2.1424 0.530 -0.053 -1.303 0.275
H 3.2827 3.7720 1.2144 -0.921 -0.932 -0.260 0.434
H 0.6795 4.4221 0.8862 0.902 -0.732 -0.582 0.378
H 1.6919 4.2432 -0.6276 -0.430 -0.577 0.829 0.371
H -0.6887 3.1328 -0.6612 0.778 -0.810 0.255 0.368
H 0.7480 1.9596 -1.0027 -1.031 0.497 0.558 -0.033
H -0.1957 2.5293 1.9050 -0.087 -0.958 -0.905 0.773
H 0.6136 1.0125 1.3726 -0.986 0.674 -0.576 -0.186
H -2.3349 1.9512 0.6374 0.694 -1.240 0.304 0.373
H -1.9741 1.0338 2.1406 0.225 -0.047 -1.338 0.344
H -3.9801 0.2601 -0.0182 1.169 -0.506 -0.587 0.404
H -3.3953 -1.1461 -0.9847 0.338 1.165 -0.234 0.719
H -3.8848 1.5301 -1.9185 1.076 -0.794 0.036 0.536
H -2.1356 1.7240 -1.5507 -0.949 -1.060 -0.085 -0.304
H -3.3086 0.6960 -3.9709 0.985 -0.375 0.753 0.297
H -1.5489 0.8067 -3.5821 -0.827 -0.663 0.548 0.425
H -1.3288 -2.5015 -4.4246 -0.137 1.027 0.777 0.242
H -0.3668 -1.1423 -3.5704 -1.129 -0.620 -0.459 0.228
H -1.3205 -0.8101 -5.0678 -0.230 -0.688 1.036 0.314
H -0.3684 0.1882 -1.4060 -0.101 -0.618 1.054 0.023
H -1.0236 -1.4897 -1.3061 0.545 1.024 0.672 0.697
H 1.1720 -1.6726 -0.6484 -0.340 -0.347 0.462 0.469
H 1.7182 -3.3171 0.6370 -1.115 0.076 -0.463 0.284
H 1.0296 -3.4577 2.2628 -0.342 0.377 -0.633 0.321
H -0.5886 -0.7535 2.6211 -0.049 -0.202 -0.307 0.395
H -1.9319 -2.4237 0.5668 -0.205 1.021 0.854 0.586
H -3.1291 -2.1647 3.0022 -0.178 0.815 -1.039 0.365
H -4.7636 -2.1866 0.3084 0.365 -0.588 0.952 0.274
H -3.7744 -3.5775 1.1114 -0.705 1.137 -0.184 0.350
H -5.1754 -2.8894 2.0045 0.713 0.512 -1.157 0.391
F 1.0116 -3.7273 -1.1127 0.425 0.778 0.499 -0.866

***

Record 4
71
Properties=species:S:1:pos:R:3:forces:R:3:mulliken_charge:R:1 method="wB97M-V/def2-TZVPD" total_charge=+1 homo_lumo_gap_ev=6.94 spin_multiplicity=1 homo_energy_ev=-11.15 max_force_ev_per_a=8.07 e_above_lowest_kj_mol=738.4
C -1.8319 -1.9557 3.5675 -0.308 -0.261 -1.067 -0.899
C -1.7980 -0.9265 2.2911 0.142 1.254 -1.073 0.300
N -2.0164 0.5893 2.4241 1.396 -6.861 -4.012 0.109
N -1.9350 1.1293 1.1413 0.911 -3.979 -2.729 -0.442
C -1.6647 0.0387 0.1227 -0.571 0.659 5.103 -0.109
N -1.5598 -1.3032 0.8459 -1.879 5.241 3.453 0.195
C -1.2569 -2.6757 0.2103 1.081 -0.458 -0.390 -0.543
C 0.3286 -2.5724 -0.2811 -0.477 -0.057 -1.220 0.283
O 1.2114 -3.5662 0.3485 -1.135 2.181 1.547 -0.394
C 1.4416 -3.2924 1.7747 0.453 -1.202 0.498 -0.095
C 2.7169 -2.3135 2.1000 0.743 0.130 1.190 0.788
F 3.5495 -1.9560 0.9282 -2.889 -0.969 4.428 -0.227
F 2.1528 -1.0964 2.7904 2.140 -3.451 -2.289 -0.249
F 3.5450 -3.0121 3.1477 -2.357 2.665 -3.640 -0.269
H -1.1514 -1.5785 4.4459 -1.389 -0.618 -1.869 0.341
H -2.9567 -2.0766 3.8982 2.316 0.412 -0.562 0.361
H -1.4764 -3.0396 3.2157 -0.720 2.574 0.751 0.276
H -2.1750 1.0916 3.3414 0.259 -0.471 -1.800 0.262
H -1.5139 0.1450 -1.0492 -0.456 -0.031 2.931 0.430
H -1.3714 -3.5636 0.9771 0.053 2.104 -1.415 0.324
H -1.9478 -2.8819 -0.7374 1.343 0.832 2.291 0.232
H 0.6891 -1.4666 -0.1493 -0.472 -2.096 -0.031 0.128
H 0.3164 -2.8021 -1.4350 0.288 0.334 2.376 0.028
H 0.5187 -2.8623 2.3535 1.786 -0.529 -1.334 -0.220
H 1.6804 -4.3442 2.2864 -0.294 2.433 -1.271 0.356
C 2.4038 7.1320 3.7840 0.053 -0.300 -0.142 -0.762
O 2.7754 5.7638 3.7336 -0.126 -0.060 0.219 -0.242
C 3.4495 5.3472 4.9235 -0.074 -0.218 -0.694 -0.592
C 3.6063 3.8251 4.9422 -0.117 0.302 0.345 -0.412
O 2.4348 3.1546 5.4228 -0.248 0.033 -0.531 -0.478
C 1.3497 3.0728 4.4905 0.422 -0.328 0.256 -0.599
C 1.5785 2.0116 3.4112 0.443 0.775 -0.285 0.153
O 2.3757 2.5457 2.3513 -0.156 -0.317 0.145 -0.310
C 2.7876 1.5413 1.4379 0.207 0.451 0.238 -0.529
H 3.2846 7.7655 3.9243 -0.036 0.087 0.078 0.308
H 1.9289 7.3948 2.8351 0.117 -0.140 0.107 0.230
H 1.6843 7.3003 4.5906 0.048 0.127 0.090 0.315
H 2.8846 5.6748 5.8048 0.087 -0.073 0.049 0.348
H 4.4397 5.8154 4.9286 0.080 0.006 0.191 0.465
H 4.3960 3.5751 5.6591 -0.188 0.043 -0.010 0.379
H 3.9170 3.4315 3.9709 -0.131 0.219 -0.047 0.203
H 1.1207 4.0517 4.0627 0.147 -0.088 -0.209 0.293
H 0.4813 2.7686 5.0852 0.118 -0.047 0.041 0.354
H 0.6139 1.7117 2.9865 -0.218 -0.172 -0.014 -0.076
H 2.0758 1.1372 3.8456 -0.089 0.030 0.094 0.293
H 3.4310 0.8123 1.9394 -0.091 -0.055 -0.105 0.259
H 3.3600 2.0176 0.6384 -0.138 0.049 0.152 0.339
H 1.9194 1.0405 0.9987 -0.082 -0.167 -0.040 0.070
C -0.2675 -2.8350 -7.8118 -0.237 0.059 0.066 -0.764
O -1.2045 -2.7188 -6.7530 0.155 0.063 0.374 -0.247
C -0.7168 -3.2966 -5.5397 -0.657 0.230 -0.454 -0.715
C -1.6330 -2.9318 -4.3695 0.413 0.012 -0.126 -0.484
O -1.3417 -1.6407 -3.8211 -0.163 -0.010 -0.016 -0.291
C -1.8126 -0.5274 -4.5907 -0.279 0.057 0.355 -0.595
C -3.3206 -0.3068 -4.4466 0.066 -0.367 -0.957 -0.560
O -4.0350 -1.1589 -5.3452 0.157 0.046 0.422 -0.259
C -5.4318 -1.1413 -5.0973 0.237 -0.041 -0.206 -0.750
H -0.0266 -3.8855 -7.9995 0.111 -0.001 -0.020 0.306
H -0.7137 -2.4097 -8.7145 -0.030 -0.072 0.222 0.237
H 0.6420 -2.2744 -7.5769 0.117 -0.089 -0.027 0.321
H 0.3014 -2.9402 -5.3413 -0.007 -0.058 0.105 0.339
H -0.7054 -4.3843 -5.6679 0.130 -0.102 0.147 0.483
H -1.4415 -3.6403 -3.5563 0.088 0.055 -0.051 0.367
H -2.6905 -3.0210 -4.6317 0.119 0.084 -0.221 0.309
H -1.5076 -0.6118 -5.6365 -0.236 -0.111 0.024 0.299
H -1.3014 0.3475 -4.1744 -0.046 -0.102 0.023 0.414
H -3.5622 0.7303 -4.7050 0.031 0.123 0.176 0.493
H -3.6316 -0.5099 -3.4157 0.027 0.047 0.128 0.272
H -5.6457 -1.5354 -4.0994 -0.098 0.081 0.088 0.307
H -5.9200 -1.7817 -5.8356 0.183 0.098 0.066 0.237
H -5.8276 -0.1259 -5.1957 -0.074 0.005 0.087 0.306